No. 1
13
Properties=species:S:1:pos:R:3 method="wB97M-V/def2-TZVPD" total_charge=0 e_above_lowest_ev=1.074
C -0.541 0.741 0.594
C 0.562 -0.336 0.542
C -1.417 -0.361 -0.018
C 1.625 -0.072 -0.469
C 2.895 -0.259 -0.142
H -0.859 1.127 1.602
H 0.889 -0.427 1.564
H 1.286 -0.003 -1.493
H 3.211 -0.344 0.880
H 3.633 -0.213 -0.962
O -0.442 -1.332 0.127
O -2.521 -0.494 -0.462
F -0.355 1.798 -0.218



No. 2
13
Properties=species:S:1:pos:R:3 method="wB97M-V/def2-TZVPD" total_charge=0 e_above_lowest_ev=1.991
C 1.356 -0.034 0.020
C 0.983 1.276 0.079
C -1.241 0.606 0.321
C -0.947 -0.792 -0.290
C 0.472 -1.163 -0.364
H 1.707 2.054 0.157
H -2.215 0.904 -0.089
H -1.278 0.536 1.410
H -1.663 -1.263 -0.939
H 0.868 -1.815 -1.126
O -0.316 1.659 -0.057
O -0.362 -1.677 0.658
F 2.636 -0.292 0.219



No. 3
18
Properties=species:S:1:pos:R:3 method="wB97M-V/def2-TZVPD" multiplicity=2 total_charge=0 e_tot_ev=-23770.364
O 2.359 3.295 0.665
C 1.331 2.577 0.714
O 0.366 2.799 1.484
O 1.345 1.467 -0.047
O -0.518 -1.538 -0.839
C 0.527 -0.568 -0.902
C 0.253 0.569 0.067
H 0.580 -0.192 -1.931
H 1.448 -1.093 -0.623
H 0.180 0.187 1.095
H -0.688 1.077 -0.186
Hg 1.607 5.057 2.340
O -1.885 -3.405 0.625
C -0.753 -3.106 0.916
O 0.108 -2.926 1.688
C -1.831 -1.422 -1.762
O -2.123 -0.474 -2.405
H -2.307 -2.306 -0.900



No. 4
18
Properties=species:S:1:pos:R:3 method="wB97M-V/def2-TZVPD" multiplicity=2 total_charge=0 e_tot_ev=-71788.415
Tc 1.028 -0.365 0.842
S -3.029 0.623 -5.035
C -1.975 0.406 -3.808
S -1.378 1.701 -2.816
C -0.455 0.717 -1.715
C -0.479 -0.604 -1.925
S 0.400 -1.718 -0.890
S -1.446 -1.160 -3.262
S 0.495 1.395 -0.409
C -1.248 -0.083 2.596
O 0.141 -0.396 2.385
H -1.346 0.992 2.758
H -1.574 -0.633 3.478
H -1.844 -0.381 1.732
I 3.219 -1.920 1.750
C 2.905 0.188 1.355
H 3.659 0.529 0.654
H 2.927 0.710 2.308



No. 5
11
Properties=species:S:1:pos:R:3 method="wB97M-V/def2-TZVPD" total_charge=0 e_above_lowest_ev=0.293
C -0.544 -0.119 -1.047
C 0.560 -0.895 -0.737
C 1.060 -0.797 0.552
N 0.789 0.204 1.389
C -0.155 1.062 0.996
C -0.941 0.854 -0.136
H -1.120 -0.342 -1.940
H 0.972 -1.647 -1.404
H 1.558 -1.675 0.931
H -0.337 1.917 1.648
H -1.859 1.412 -0.274



No. 6
11
Properties=species:S:1:pos:R:3 method="wB97M-V/def2-TZVPD" total_charge=0 e_above_lowest_ev=6.092
C 0.158 -0.942 0.131
C -0.028 0.373 0.730
C 1.168 -0.428 0.855
C -0.748 -0.596 -0.978
C -1.016 0.737 -0.321
N 2.300 -0.537 1.399
H -0.029 -0.429 -1.810
H -1.663 -1.081 -1.307
H -1.950 0.979 -0.025
H -0.563 1.676 -0.698
H 2.370 0.248 2.026



No. 7
11
Properties=species:S:1:pos:R:3 method="wB97M-V/def2-TZVPD" total_charge=0 e_above_lowest_ev=6.255
C 1.525 -0.912 0.046
N -0.348 2.416 0.022
C 0.199 1.276 -0.098
C -1.093 -0.034 -0.166
C 0.597 0.107 -0.475
C -2.095 -0.699 -0.079
H -1.235 2.862 0.216
H 1.136 -1.345 0.976
H 2.510 -0.489 0.245
H 1.633 -1.726 -0.672
H -2.828 -1.455 -0.016



No. 8
11
Properties=species:S:1:pos:R:3 method="wB97M-V/def2-TZVPD" total_charge=0 e_above_lowest_ev=6.408
C -0.207 1.553 0.831
C 0.694 2.099 -0.149
C -1.025 1.243 1.790
C 0.739 0.606 0.172
C 0.099 -0.222 -0.877
N -1.703 0.472 2.383
H 1.411 0.048 0.762
H -0.386 -1.058 -0.326
H 0.860 -0.707 -1.516
H -0.460 0.297 -1.529
H -2.282 0.075 3.050



No. 9
11
Properties=species:S:1:pos:R:3 method="wB97M-V/def2-TZVPD" total_charge=0 e_above_lowest_ev=2.893
C 0.194 0.144 -1.857
C 0.847 -0.065 -0.523
C 0.334 0.317 0.611
C -0.307 0.453 1.753
C -1.618 -1.608 2.483
N -1.064 -0.598 2.234
H 0.808 0.822 -2.453
H 0.127 -0.810 -2.388
H -0.809 0.568 -1.757
H 1.816 -0.556 -0.476
H -0.327 1.333 2.372



No. 10
11
Properties=species:S:1:pos:R:3 method="wB97M-V/def2-TZVPD" total_charge=0 e_above_lowest_ev=6.012
C 1.365 -0.115 0.930
C 1.214 -1.181 -0.186
C 2.373 -0.195 0.059
C -0.025 -0.603 0.434
C -1.042 0.392 -0.080
N 3.327 0.453 -0.398
H -0.522 -1.237 1.162
H -0.529 1.140 -0.709
H -1.538 0.695 0.866
H -1.807 -0.014 -0.782
H 3.809 0.184 -1.274



No. 11
11
Properties=species:S:1:pos:R:3 method="wB97M-V/def2-TZVPD" total_charge=0 e_above_lowest_ev=6.719
C 0.513 0.739 1.961
C 1.110 0.659 0.793
C -1.725 0.140 -0.686
C 1.506 0.038 -0.384
C -0.125 -0.252 1.016
N -1.379 -0.092 0.496
H -2.765 0.182 -1.055
H -0.881 0.169 -1.519
H 1.519 0.721 -1.232
H 2.147 -0.913 -0.387
H 0.080 -1.392 0.998



No. 12
11
Properties=species:S:1:pos:R:3 method="wB97M-V/def2-TZVPD" total_charge=0 e_above_lowest_ev=0.053
C -0.187 1.175 -0.016
C -1.251 0.288 0.092
C -0.976 -1.075 0.029
N 0.259 -1.581 0.048
C 1.271 -0.714 0.022
C 1.102 0.662 -0.105
H -0.360 2.248 -0.040
H -2.272 0.638 0.209
H -1.784 -1.798 -0.065
H 2.269 -1.142 0.108
H 1.959 1.306 -0.277



Number 1: strongest force on any atom 1.9 eV/Å, M 116.09 u. Number 2: strongest force on any atom 2.7 eV/Å, M 116.09 u. Number 3: strongest force on any atom 5.6 eV/Å, M 377.68 u. Number 4: strongest force on any atom 1.4 eV/Å, M 466.33 u. Number 5: strongest force on any atom 0.9 eV/Å, M 79.10 u. Number 6: strongest force on any atom 3.7 eV/Å, M 79.10 u. Number 7: strongest force on any atom 8.2 eV/Å, M 79.10 u. Number 8: strongest force on any atom 4.8 eV/Å, M 79.10 u. Number 9: strongest force on any atom 1.8 eV/Å, M 79.10 u. Number 10: strongest force on any atom 4.3 eV/Å, M 79.10 u. Number 11: strongest force on any atom 3.4 eV/Å, M 79.10 u. Number 12: strongest force on any atom 0.3 eV/Å, M 79.10 u.